Below is C4H9N3O as an isolated structure, with properties calculated with the ωB97M-V functional and the def2-TZVPD basis.

Summary:
ΔE to the lowest compared entry with this formula, charge and spin	790.1	kJ/mol
E	-10804.2725	eV
multiplicity	1
maximum force	1.64	eV/A

Each line ends with the Mulliken charge.
Geometry (Å):
C (-0.97, 1.50, -1.65)  -0.8228
N (-0.69, 0.84, -0.37)  0.1621
N (0.00, 1.63, 0.48)  -0.5918
O (0.38, 0.86, 1.57)  -0.1927
H (-1.53, 0.39, 0.02)  0.3589
H (-1.38, 0.76, -2.35)  0.3755
H (-0.04, 1.90, -2.04)  0.3052
H (-1.69, 2.30, -1.49)  0.3021
C (0.34, -0.67, -0.67)  -0.1673
C (0.41, -0.57, 1.51)  -0.1083
C (1.55, -1.15, 1.95)  -0.6796
N (-0.13, -1.72, -1.16)  -0.5778
H (-1.02, -2.03, -0.78)  0.2494
H (1.29, -0.26, -0.99)  0.5089
H (-0.56, -1.03, 1.70)  0.3259
H (2.49, -0.62, 1.86)  0.2758
H (1.56, -2.12, 2.41)  0.2766

=====

Below is C3H5NO2 as an isolated structure, with properties calculated with the ωB97M-V functional and the def2-TZVPD basis.

Summary:
ΔE to the lowest compared entry with this formula, charge and spin	463.1	kJ/mol
E	-8772.8946	eV
multiplicity	1
maximum force	2.59	eV/A

Each line ends with the Mulliken charge.
Geometry (Å):
N (1.85, -1.08, -0.39)  -0.7947
C (0.69, -0.56, -0.22)  0.8334
C (-0.46, -0.74, 0.79)  -0.4653
O (-1.41, 0.20, 0.57)  -0.3536
C (-0.69, 1.24, -0.09)  -0.0088
O (0.28, 0.61, -0.88)  -0.3719
H (2.48, -0.34, -0.68)  0.2503
H (-0.26, -1.45, -0.43)  0.0540
H (-0.87, -1.56, 1.39)  0.4092
H (-1.39, 1.79, -0.73)  0.2181
H (-0.23, 1.89, 0.67)  0.2294

=====

Below is a 5-piece molecular cluster, C32H66FINO4 overall, with properties calculated with the ωB97M-V functional and the def2-TZVPD basis.

Summary:
E	-54743.8461	eV
multiplicity	1
maximum force	2.98	eV/A
total charge	+1

Each line ends with the Mulliken charge.
Geometry (Å):
C (0.88, 2.39, 3.15)  -1.2025
C (0.49, 1.27, 2.08)  0.6668
C (1.30, 1.41, 0.73)  -0.9229
C (2.87, 1.33, 0.95)  -0.4529
C (3.47, -0.14, 0.74)  0.5358
C (2.96, -1.19, 1.81)  -1.3156
C (1.67, -1.97, 1.29)  0.9348
C (2.05, -3.34, 0.59)  -1.1135
C (1.32, -3.55, -0.80)  -0.7565
C (-0.18, -4.07, -0.63)  -0.7620
C (-1.25, -2.89, -0.78)  -0.7172
C (-1.91, -2.70, 0.64)  0.3225
C (-2.93, -1.53, 0.75)  0.2036
C (-3.17, -0.56, -0.32)  -0.3336
N (-4.11, 0.47, -0.20)  -0.3989
I (-4.41, 1.78, -1.76)  0.3197
C (-4.85, 0.67, 0.94)  -0.1738
C (-4.68, -0.25, 2.07)  -1.4678
C (-3.72, -1.38, 2.00)  0.8058
C (-3.66, -2.31, 3.25)  0.1209
F (-4.42, -1.76, 4.32)  -0.3821
C (-2.22, -2.60, 3.81)  0.1165
C (-2.39, -3.26, 5.25)  -1.2086
H (1.30, 3.29, 2.61)  0.2778
H (1.65, 2.02, 3.87)  0.3153
H (-0.04, 2.76, 3.70)  0.2769
H (-0.61, 1.37, 1.84)  0.0822
H (0.65, 0.25, 2.53)  -0.2851
H (1.10, 2.44, 0.29)  0.4743
H (1.00, 0.66, -0.05)  0.2222
H (3.22, 1.71, 1.94)  0.3278
H (3.34, 1.99, 0.16)  0.1075
H (3.22, -0.45, -0.32)  0.2139
H (4.60, -0.11, 0.84)  -0.5153
H (2.73, -0.75, 2.82)  0.4500
H (3.78, -1.95, 1.93)  0.5391
H (1.06, -1.37, 0.56)  -0.3824
H (1.00, -2.16, 2.19)  -0.0745
H (1.78, -4.21, 1.26)  0.3065
H (3.17, -3.42, 0.44)  0.4541
H (1.88, -4.38, -1.32)  0.3826
H (1.37, -2.66, -1.47)  0.3450
H (-0.39, -4.93, -1.33)  0.4155
H (-0.24, -4.46, 0.43)  0.3021
H (-0.76, -1.93, -1.09)  0.2421
H (-2.01, -3.20, -1.55)  0.5177
H (-1.07, -2.45, 1.36)  -0.3946
H (-2.38, -3.65, 1.01)  0.5876
H (-2.64, -0.61, -1.29)  0.3924
H (-5.62, 1.48, 1.04)  0.4889
H (-5.32, -0.06, 2.97)  0.5556
H (-4.12, -3.30, 2.97)  0.3500
H (-1.76, -3.40, 3.17)  0.0652
H (-1.52, -1.72, 3.80)  0.1288
H (-2.62, -2.46, 5.99)  0.3025
H (-1.55, -3.94, 5.53)  0.3853
H (-3.32, -3.92, 5.19)  0.3187
C (-7.52, 0.17, -5.63)  -1.1404
C (-6.20, 0.73, -6.13)  0.3455
C (-5.06, -0.24, -5.87)  -1.0437
O (-5.93, 1.97, -5.49)  -0.4977
H (-7.49, 0.01, -4.55)  0.2710
H (-8.33, 0.88, -5.82)  0.3153
H (-7.77, -0.77, -6.12)  0.3600
H (-6.27, 0.93, -7.20)  0.2958
H (-4.94, -0.42, -4.79)  0.1667
H (-4.11, 0.18, -6.22)  0.3022
H (-5.23, -1.19, -6.36)  0.3702
H (-5.87, 1.81, -4.54)  0.2218
C (-3.53, 4.21, 3.01)  -1.1840
C (-4.96, 3.85, 3.38)  0.3126
C (-5.33, 4.40, 4.74)  -1.3691
O (-5.10, 2.43, 3.38)  -0.4339
H (-2.82, 3.79, 3.73)  0.2796
H (-3.27, 3.80, 2.03)  0.2398
H (-3.39, 5.29, 2.98)  0.4386
H (-5.64, 4.24, 2.62)  0.2903
H (-4.69, 3.99, 5.52)  0.3623
H (-6.36, 4.13, 5.00)  0.3378
H (-5.25, 5.49, 4.76)  0.3968
H (-4.50, 2.07, 4.05)  0.3364
C (7.41, 3.52, -0.60)  -1.4252
C (6.58, 2.35, -0.09)  0.5881
C (7.43, 1.10, 0.07)  -1.1905
O (5.51, 2.09, -0.99)  -0.4350
H (7.82, 3.29, -1.59)  0.3271
H (6.78, 4.41, -0.72)  0.3423
H (8.22, 3.76, 0.08)  0.3914
H (6.13, 2.62, 0.88)  0.2888
H (7.85, 0.79, -0.89)  0.2716
H (6.82, 0.27, 0.43)  0.2599
H (8.25, 1.27, 0.77)  0.3851
H (5.89, 1.86, -1.85)  0.2237
C (5.85, -1.13, -5.79)  -1.2744
C (6.42, -1.16, -4.38)  0.3035
C (5.31, -1.12, -3.34)  -1.0824
O (7.29, -0.06, -4.20)  -0.5462
H (5.29, -0.20, -5.96)  0.3284
H (6.65, -1.15, -6.53)  0.3324
H (5.18, -1.98, -5.97)  0.3622
H (7.01, -2.07, -4.25)  0.3012
H (4.73, -0.19, -3.42)  0.2838
H (5.74, -1.13, -2.33)  0.2277
H (4.63, -1.96, -3.44)  0.4245
H (6.78, 0.75, -4.32)  0.3441

=====

Below is a 17-piece molecular cluster, C4H39NO16 overall, with properties calculated with the ωB97M-V functional and the def2-TZVPD basis.

Summary:
ΔE to the lowest compared entry with this formula, charge and spin	444.3	kJ/mol
E	-39030.1137	eV
multiplicity	1
maximum force	2.35	eV/A

Each line ends with the Mulliken charge.
Geometry (Å):
C (-0.40, 0.02, -0.40)  1.4328
C (-1.54, -0.06, -1.41)  0.8437
C (-1.37, -0.65, -2.60)  -1.0718
C (-3.30, 1.32, -0.50)  -0.5654
N (-2.34, 1.09, -1.28)  -0.2978
H (-0.69, 0.56, 0.46)  -0.1512
H (0.41, 0.39, -1.03)  -0.9166
H (-0.01, -0.98, -0.15)  -0.3106
H (-2.14, -0.59, -3.35)  0.3316
H (-0.59, -1.38, -2.71)  0.1261
H (-3.80, 2.28, -0.69)  0.4431
H (-3.80, 0.70, 0.24)  0.2530
H (-0.64, 1.96, -4.13)  0.2669
H (-1.20, 2.15, -2.67)  0.3481
O (-0.44, 2.28, -3.25)  -0.5680
H (1.76, 1.09, -2.87)  0.3330
H (2.63, 0.01, -2.24)  0.4131
O (2.60, 0.63, -2.99)  -0.6599
H (-1.73, -1.64, 1.07)  -0.0435
H (-3.05, -1.44, 1.68)  0.5441
O (-2.21, -0.96, 1.59)  -0.6988
H (-1.11, -0.17, 2.57)  0.5874
H (-0.15, 0.95, 2.28)  0.3176
O (-0.59, 0.54, 3.04)  -0.8364
H (-1.15, -4.38, 1.06)  0.2607
H (-1.70, -3.63, -0.12)  0.3371
O (-1.79, -3.69, 0.84)  -0.6479
H (0.56, 3.85, -1.22)  0.3658
H (1.81, 4.04, -1.99)  0.3454
O (1.50, 3.99, -1.08)  -0.6673
H (-1.09, 3.69, 0.29)  0.3806
H (-2.00, 3.47, -0.88)  0.2104
O (-1.06, 3.56, -0.69)  -0.6656
H (2.91, -0.81, -0.27)  0.3593
H (3.25, -1.90, -1.37)  0.3276
O (2.55, -1.35, -1.02)  -0.6905
H (4.11, 1.12, 0.27)  0.2766
H (2.64, 0.88, 0.78)  0.4179
O (3.52, 0.47, 0.65)  -0.6772
H (1.27, -3.04, 2.26)  0.2716
H (0.59, -1.99, 3.12)  0.3100
O (0.51, -2.93, 2.84)  -0.5892
H (-3.78, -3.14, 0.01)  0.3913
H (-3.00, -1.77, -0.27)  0.2455
O (-3.79, -2.27, -0.41)  -0.6326
H (2.52, -0.26, 3.79)  0.2605
H (1.02, 0.03, 3.37)  0.4531
O (1.62, -0.60, 3.83)  -0.6962
H (-2.84, 3.17, 1.59)  0.2921
H (-1.74, 2.51, 2.40)  0.3592
O (-1.93, 3.30, 1.89)  -0.6844
H (1.60, -3.16, -0.79)  0.2952
H (0.58, -2.93, -1.74)  0.2777
O (0.71, -3.48, -0.96)  -0.6248
H (1.06, 1.87, -0.23)  0.3707
H (1.55, 2.98, 0.54)  0.3433
O (1.36, 2.03, 0.67)  -0.6796
H (4.53, -1.94, 0.93)  0.3152
H (3.48, -3.04, 0.82)  0.3446
O (4.32, -2.75, 0.44)  -0.6765